{
  "formula": "C44H42Ge2N3NiO3PS",
  "method": "ωB97M-V/def2-TZVPD",
  "energy_ev": -231117.2966,
  "fmax_ev_per_a": 0.2,
  "gap_ev": [7.14, 7.53],
  "e_homo_ev": [-11.2, -10.8],
  "lumo_energy_ha": [-0.151, -0.120],
  "spin_multiplicity": 2,
  "total_charge": 1,
  "species": ["Ge", "Ge", "Ni", "S", "P", "O", "O", "O", "N", "N", "N", "C", "C", "C", "C", "C", "C", "C", "C", "C", "C", "C", "C", "C", "C", "C", "C", "C", "C", "C", "C", "C", "C", "C", "C", "C", "C", "C", "C", "C", "C", "C", "C", "C", "C", "C", "C", "C", "C", "C", "C", "C", "C", "C", "C", "H", "H", "H", "H", "H", "H", "H", "H", "H", "H", "H", "H", "H", "H", "H", "H", "H", "H", "H", "H", "H", "H", "H", "H", "H", "H", "H", "H", "H", "H", "H", "H", "H", "H", "H", "H", "H", "H", "H", "H", "H", "H"],
  "positions_angstrom": [[2.2050, 1.3297, 0.3788], [2.6737, 1.5651, 2.7810], [0.2181, -0.0800, -0.3746], [-0.0106, -1.8516, -2.2392], [0.2796, -1.9077, 1.0794], [1.2480, -1.2460, -1.6880], [0.0235, -2.1684, -3.6260], [-1.0916, -0.9390, -1.7869], [-4.1194, 0.1692, -4.8062], [-1.0808, 1.3246, 0.1922], [-3.4392, 1.3797, -2.8748], [-0.5683, -4.4942, -2.0369], [-0.8219, -5.7009, 0.0251], [2.9956, -2.3047, 1.0503], [1.2545, 4.5785, -2.1674], [-3.2119, -1.7492, 3.1663], [4.2096, -2.7868, 1.5176], [6.0299, -0.1108, -2.0156], [-0.2362, -3.3575, 0.0815], [4.8407, 0.0768, -2.7080], [-0.5148, -4.5515, 0.7388], [-3.7059, 0.2650, -3.5449], [4.9249, 0.4852, 0.0311], [-0.9176, -1.7873, 2.4309], [-2.9722, 3.2408, 0.7564], [-1.5778, 1.4359, 1.4323], [-3.3623, 3.8112, -2.8386], [-1.5421, 2.1269, -0.7694], [0.5534, 5.4300, -1.3256], [3.8238, 3.1467, 2.7793], [3.6417, 0.0519, 3.5383], [-2.8181, -1.2048, 4.3806], [-2.2673, -2.0372, 2.1910], [1.0806, 1.9381, 3.8533], [0.8179, 3.8648, 0.4769], [-2.9510, 4.0405, -1.5917], [1.8987, -3.1729, 3.0154], [3.6960, 0.4748, -2.0332], [-2.5191, 2.3883, 1.7531], [0.3435, 5.0769, 0.0024], [-0.2721, -3.3470, -1.3182], [1.7486, 3.3730, -1.6847], [4.2711, -3.4529, 2.7331], [-4.2694, 1.3207, -5.4535], [1.8368, -2.4895, 1.8015], [-0.8436, -5.6737, -1.3609], [3.1153, -3.6475, 3.4796], [-4.0189, 2.5445, -4.8568], [-2.5047, 3.1015, -0.5432], [-1.4748, -0.9451, 4.6225], [6.0738, 0.0983, -0.6446], [-3.5967, 2.5317, -3.5340], [1.5321, 2.9992, -0.3569], [3.7236, 0.6857, -0.6523], [-0.5278, -1.2281, 3.6497], [0.6157, 3.5838, 1.5059], [-2.9569, 5.0784, -1.2688], [-1.1056, 2.0113, -1.7515], [4.7252, 2.9599, 2.1942], [1.0045, -3.3279, 3.6083], [1.4270, 4.8563, -3.1998], [-3.5633, -0.6640, -3.0053], [-0.4883, -4.5870, 1.8215], [-3.5571, -0.9850, 5.1404], [1.3724, 1.9053, 4.9058], [-2.8848, 2.4620, 2.7683], [7.0000, -0.0432, -0.1009], [0.6924, 2.9348, 3.6427], [-3.6987, 4.0116, 0.9857], [-1.0373, -6.6196, 0.5556], [4.8020, -0.0934, -3.7766], [3.3024, 4.0007, 2.3446], [2.7740, 0.5833, -2.5881], [-3.6267, 4.6850, -3.4251], [0.2859, 1.2093, 3.6988], [4.6527, 0.0076, 3.1348], [5.1051, -2.6386, 0.9269], [4.9719, 0.6292, 1.1041], [-4.6042, 1.2600, -6.4833], [0.5182, -1.0103, 3.8404], [3.1571, -0.9050, 3.3495], [-2.5841, -2.4482, 1.2395], [6.9215, -0.4213, -2.5458], [4.1193, 3.3979, 3.7992], [-1.1637, -0.5219, 5.5694], [-0.1967, 5.7441, 0.6642], [2.9470, -1.8018, 0.0950], [-4.2583, -1.9497, 2.9738], [-0.5836, -4.4494, -3.1179], [3.7123, 0.2035, 4.6179], [-1.0770, -6.5703, -1.9205], [3.1610, -4.1710, 4.4266], [0.1762, 6.3734, -1.7011], [-4.1538, 3.4721, -5.3971], [5.2194, -3.8257, 3.0999], [2.3185, 2.7345, -2.3480], [-1.1990, 0.7447, 2.1718]],
  "atomic_forces_ev_per_a": [[-0.1, -0.2, 0.1], [0.0, 0.0, 0.0], [0.0, 0.0, 0.0], [0.1, -0.1, 0.0], [0.0, 0.0, -0.1], [0.0, 0.0, 0.0], [0.0, 0.0, 0.0], [0.0, 0.0, 0.1], [0.0, 0.0, 0.1], [-0.1, -0.1, 0.0], [0.0, 0.0, 0.0], [0.0, 0.0, 0.0], [0.0, 0.0, 0.0], [0.0, -0.1, 0.0], [0.0, 0.0, 0.0], [0.0, 0.0, 0.0], [0.0, 0.0, 0.0], [0.0, 0.0, 0.0], [0.0, 0.0, -0.1], [0.0, 0.0, 0.0], [0.0, 0.0, 0.0], [0.0, 0.0, 0.0], [0.0, 0.0, 0.0], [0.0, 0.0, 0.0], [0.0, 0.0, 0.0], [0.0, 0.0, 0.0], [-0.1, 0.0, 0.0], [0.0, 0.0, 0.0], [0.0, 0.0, 0.0], [0.0, 0.1, 0.0], [0.0, 0.0, 0.1], [0.0, 0.0, 0.0], [0.0, 0.0, 0.0], [-0.1, 0.0, 0.0], [0.0, 0.0, 0.0], [0.0, 0.0, 0.1], [0.0, 0.0, 0.0], [0.0, 0.0, 0.0], [0.0, 0.0, 0.0], [0.0, 0.0, 0.0], [0.0, 0.0, 0.1], [0.0, 0.0, 0.0], [0.0, 0.0, 0.0], [0.0, 0.0, 0.0], [0.0, 0.0, 0.0], [0.0, 0.0, 0.0], [0.0, 0.0, 0.0], [0.0, 0.0, 0.0], [0.0, 0.0, 0.0], [0.0, 0.0, 0.0], [0.0, 0.0, 0.0], [0.0, 0.0, 0.1], [0.0, 0.1, -0.1], [0.0, 0.0, 0.0], [0.0, -0.1, 0.0], [0.0, 0.0, 0.0], [0.0, 0.0, 0.0], [0.0, 0.0, 0.0], [0.0, 0.0, 0.0], [0.1, 0.0, -0.1], [0.0, 0.0, 0.0], [0.0, 0.0, 0.0], [0.0, 0.0, 0.0], [0.0, 0.0, 0.0], [0.0, 0.0, 0.0], [0.0, 0.0, 0.0], [0.0, 0.0, 0.0], [0.0, 0.0, 0.0], [0.0, 0.0, 0.0], [0.0, 0.0, 0.0], [0.0, 0.0, 0.0], [0.0, 0.0, 0.0], [0.0, 0.0, 0.0], [0.0, 0.0, 0.0], [0.1, 0.1, 0.0], [0.0, 0.0, 0.0], [0.0, 0.0, 0.0], [0.0, 0.0, 0.0], [0.0, 0.0, 0.0], [-0.1, 0.0, 0.0], [0.0, 0.1, 0.1], [0.0, 0.0, 0.0], [0.0, 0.0, 0.0], [0.0, 0.0, 0.0], [0.0, 0.0, 0.0], [0.0, 0.0, 0.0], [0.0, 0.1, -0.1], [0.0, 0.0, 0.0], [0.0, 0.0, 0.0], [0.0, 0.0, 0.0], [0.0, 0.0, 0.0], [0.0, 0.0, 0.0], [0.0, 0.0, 0.0], [0.0, 0.0, 0.0], [0.0, 0.0, 0.0], [0.0, 0.0, 0.0], [0.0, 0.0, 0.0]]
}

---

{
  "formula": "C3H6N",
  "method": "ωB97M-V/def2-TZVPD",
  "energy_ev": -4686.0152,
  "fmax_ev_per_a": 3.8,
  "gap_ev": [6.86, 8.37],
  "e_homo_ev": [-14.8, -15.4],
  "lumo_energy_ha": [-0.290, -0.260],
  "de_lowest_kcal_mol": 94.58,
  "total_charge": 1,
  "species": ["N", "C", "C", "C", "H", "H", "H", "H", "H", "H"],
  "positions_angstrom": [[0.5489, 0.3616, 0.0044], [-0.7920, -0.0720, -0.0854], [-0.5116, -1.4857, -0.6680], [1.2522, 1.2632, 0.5166], [-0.6077, -2.3088, 0.1131], [0.7786, 1.7139, 1.4197], [2.3429, 1.5362, 0.1470], [-1.5364, -0.1483, 0.8575], [-0.0112, -1.3542, -1.5966], [-1.4637, 0.4939, -0.7082]],
  "atomic_forces_ev_per_a": [[-1.2, -1.2, -1.6], [-1.9, -1.3, 2.7], [0.5, 2.3, 3.0], [1.0, 0.3, 0.6], [0.4, 0.5, -1.9], [0.7, 0.6, -0.7], [-2.3, -0.9, 0.9], [2.3, 0.2, -1.3], [0.3, -1.1, -0.9], [0.3, 0.6, -0.9]]
}